ORCA calculation (wB97M-V/def2-TZVPD) on 2 unconnected molecules or ions with the total composition C2H3F3N4 at a distorted geometry.

* gap between HOMO and LUMO: 10.32 eV
* HOMO level: -10.48 eV
* electronic energy: -16228.0554 eV
* SMILES: [H]/N=C(\C#N)NF.FNF

Element x y z (Å)
C  2.337  0.129  -1.316
C  1.041  0.132  -0.720
N  3.414  -0.151  -1.563
N  0.395  -0.953  -0.497
N  0.545  1.325  -0.279
N  -1.773  -0.409  1.381
F  1.324  2.429  -0.149
F  -0.863  0.156  2.327
F  -2.238  0.684  0.647
H  -1.359  -1.106  0.711
H  0.808  -1.787  -0.770
H  -0.238  1.305  0.288